Entry 1:
Entry from the Open Molecules 2025 dataset: C32H36IrN9 as an isolated structure at a distorted geometry (ωB97M-V/def2-TZVPD).

Computed properties:
Energy relative to the best compared isomer or geometry (same formula, charge and spin) = 361.6 kJ/mol
<S²> = 0.77
Electronic energy = -1837.17909 Eh

ORCA input file:
```
! wB97M-V def2-TZVPD RIJCOSX def2/J DEFGRID3
* xyz 3 2
Ir 0.12916 0.14624 -0.11578
C -3.07174 1.69124 -1.39118
N -1.64134 1.41454 -1.54698
C -0.93094 2.65484 -1.86508
C 0.55226 2.48664 -1.87128
N 1.21396 1.42964 -1.40258
C 2.55796 1.69114 -1.61988
C 3.70826 0.93514 -1.39318
C 4.93136 1.52784 -1.64828
C 5.03446 2.82894 -2.14258
C 3.90306 3.56744 -2.45318
C 2.67486 2.97544 -2.19258
N 1.38086 3.42204 -2.35358
C -3.90574 0.50734 -1.03228
N -3.45704 -0.65116 -0.59128
C -4.56704 -1.40996 -0.33078
C -4.68194 -2.72286 0.14812
C -5.95294 -3.22716 0.34332
C -7.08934 -2.47076 0.05412
C -6.99874 -1.16286 -0.42998
C -5.72704 -0.65456 -0.62328
N -5.25494 0.55954 -1.07248
H -3.48584 2.12564 -2.31558
H -3.19064 2.44864 -0.60568
H -1.53694 0.75924 -2.32028
H -1.19394 3.40044 -1.10298
H -1.23994 3.06174 -2.83918
H 3.64746 -0.07926 -1.03948
H 5.83606 0.97224 -1.45928
H 6.01206 3.25884 -2.29918
H 3.97856 4.55834 -2.87228
H 1.11336 4.30794 -2.75848
H -3.80544 -3.32246 0.33122
H -6.07684 -4.23246 0.71352
H -8.06504 -2.90906 0.19652
H -7.88574 -0.58516 -0.63278
H -5.81734 1.33224 -1.39508
C 5.72136 -2.48056 1.72762
C 4.67686 -2.79946 0.85042
C 3.61096 -1.95146 0.70572
C 3.54196 -0.73686 1.44302
C 4.61386 -0.43346 2.34292
C 5.66986 -1.29416 2.46692
N 2.51666 0.09524 1.28092
N 2.47146 1.26264 1.82822
C 1.41716 2.03774 1.88082
C 1.49406 3.27574 2.57712
C 0.35786 3.99024 2.84742
C -0.88734 3.52204 2.41272
C -0.95774 2.36554 1.63672
C 0.15666 1.62504 1.29152
H 6.55846 -3.15096 1.83392
H 4.72466 -3.71706 0.28332
H 2.81556 -2.19346 0.01932
H 4.54526 0.48614 2.90672
H 6.47466 -1.05826 3.14722
H 2.46136 3.61404 2.91422
H 0.41216 4.90174 3.42192
H -1.78424 4.07664 2.64452
H -1.92824 2.05714 1.27252
N 0.15856 -1.62856 -1.57508
C -0.73714 -2.78806 -1.33978
C -0.19124 -3.68916 -0.23468
C 0.10526 -2.98556 1.09002
C -1.05944 -2.24216 1.73372
N -1.27004 -0.90136 1.13342
H -0.06084 -1.25216 -2.49658
H 1.10216 -2.00536 -1.67588
H -0.83154 -3.39486 -2.24848
H -1.73134 -2.41016 -1.09038
H 0.73506 -4.15646 -0.57778
H -0.90154 -4.49986 -0.06788
H 0.91456 -2.25376 0.97282
H 0.45506 -3.74646 1.78842
H -0.83004 -2.11846 2.79332
H -1.97814 -2.82826 1.66162
H -1.60554 -0.28856 1.87702
H -2.05424 -0.94036 0.45042
*
```

Atomic partial charges in e from the Löwdin method, atoms 1 to 8:
1. Ir 1.27
2. C -0.09
3. N -0.06
4. C -0.11
5. C -0.28
6. N 0.00
7. C -0.20
8. C -0.01

Entry 2:
Entry from the Open Molecules 2025 dataset: a 2-piece molecular cluster, C5H14NO2 overall at a distorted geometry (ωB97M-V/def2-TZVPD).

Computed properties:
Energy relative to the best compared isomer or geometry (same formula, charge and spin) = 155.4 kJ/mol
<S²> = 0.75
Electronic energy = -403.94304 Eh

ORCA input file:
```
! wB97M-V def2-TZVPD RIJCOSX def2/J DEFGRID3
* xyz -2 2
C -1.23183 -0.39846 -2.51840
C -0.26611 0.40550 -1.65663
N -0.13910 -0.20627 -0.29501
C -1.12205 0.50201 0.51545
C 1.27504 -0.14912 0.20761
C 1.51248 0.79712 1.47224
O 2.74067 0.56098 1.98302
H -1.72984 0.25178 -3.25943
H -2.15499 -0.75686 -2.03547
H -0.82055 -1.29584 -2.99555
H 0.71805 0.41592 -2.11784
H -0.76584 1.36981 -1.50841
H -0.83548 1.55273 0.57567
H -1.38572 0.13758 1.51650
H -2.08023 0.36002 -0.00305
H 1.53735 -1.19683 0.37854
H 2.00003 0.20076 -0.52689
H 0.67786 0.57726 2.16372
H 1.37592 1.81122 1.01627
H -0.51261 -1.72088 2.11001
H 0.96695 -1.36199 2.28520
O 0.23999 -1.85644 2.69244
*
```

Atomic partial charges in e from the natural (NBO) method, atoms 1 to 8:
1. C -1.24
2. C -0.28
3. N -0.49
4. C -0.55
5. C -0.26
6. C -0.04
7. O -0.98
8. H 0.15

Entry 3:
Entry from the Open Molecules 2025 dataset: a single C5H10O2 molecule at a distorted geometry (ωB97M-V/def2-TZVPD).

Computed properties:
Energy relative to the best compared isomer or geometry (same formula, charge and spin) = 311.3 kJ/mol
Electronic energy = -346.90687 Eh
SMILES string = CO[C@H]1CO[C@H]1C

ORCA input file:
```
! wB97M-V def2-TZVPD RIJCOSX def2/J DEFGRID3
* xyz 0 1
C -1.58867 -1.46143 -1.02465
O -0.67564 -0.86238 -0.11156
C 0.15257 0.23536 -0.63017
C -0.62561 1.47101 -0.19741
O 0.35657 1.85263 0.77611
C 1.20610 0.75294 0.39268
C 1.56079 -0.17220 1.52690
H -1.92788 -0.78113 -1.82067
H -1.11342 -2.33574 -1.47858
H -2.49364 -1.81768 -0.50601
H 0.47862 0.00944 -1.64944
H -1.43610 0.85664 0.23806
H -0.94802 2.29963 -0.83881
H 2.11256 1.16776 -0.07985
H 2.25154 -0.94328 1.16891
H 2.03861 0.38003 2.34197
H 0.65162 -0.65159 1.89253
*
```

Atomic partial charges in e from the natural (NBO) method, atoms 1 to 8:
1. C -0.26
2. O -0.57
3. C 0.04
4. C -0.11
5. O -0.53
6. C 0.10
7. C -0.63
8. H 0.17

Entry 4:
Entry from the Open Molecules 2025 dataset: a single C23H34N2O3 molecule (ωB97M-V/def2-TZVPD).

Computed properties:
Energy relative to the best compared isomer or geometry (same formula, charge and spin) = 389.7 kJ/mol
Electronic energy = -1231.95354 Eh
SMILES string = CC[C@]1(C)C[C@H](C(=O)N2CC3(C[C@H](C(=O)N4[C@H]5CC=C[C@H]4CCC5)CO3)C2)C1

ORCA input file:
```
! wB97M-V def2-TZVPD RIJCOSX def2/J DEFGRID3
* xyz 0 1
C 4.17711 -1.74019 1.87226
C 3.64268 -1.15313 3.17343
C 2.11995 -1.09834 3.30084
C 1.71606 -0.08364 4.36157
C 1.26834 -0.89211 2.01682
C 0.33277 -2.03641 2.48542
C -0.04473 -3.05706 1.43529
O 0.54825 -4.11553 1.28309
N -1.07539 -2.70246 0.64474
C -1.69924 -1.40491 0.36292
C -2.04184 -1.94281 -1.05572
C -1.39974 -1.21479 -2.22273
C -2.44304 -0.12135 -2.49849
C -2.21229 1.07211 -1.57245
O -2.93140 1.30737 -0.60865
N -1.12749 1.81729 -1.84209
C -0.78154 3.03283 -1.10027
C -1.80431 4.05810 -1.57335
C -1.49199 4.06123 -3.08473
C -0.70040 3.15788 -3.68621
C -0.24060 1.87230 -2.96893
C 1.18324 1.84362 -2.26874
C 1.08729 1.63072 -0.71025
C 0.04309 2.53255 0.07226
C -3.75226 -0.84649 -2.17430
O -3.41131 -1.98740 -1.37414
C -1.45777 -3.29942 -0.63365
C 1.40449 -2.45899 3.50040
H 5.25654 -1.88414 1.93081
H 3.72547 -2.70917 1.64782
H 3.98208 -1.07865 1.02674
H 4.01949 -1.73265 4.02280
H 4.04880 -0.14295 3.29495
H 0.63325 -0.07044 4.50718
H 2.17924 -0.32217 5.32243
H 2.03125 0.92192 4.07274
H 0.82065 0.09577 1.89420
H 1.79544 -1.16234 1.10132
H -0.57680 -1.65481 2.95362
H -2.58359 -1.19106 0.96346
H -1.01573 -0.55364 0.39705
H -0.40560 -0.83218 -1.99033
H -1.32332 -1.89605 -3.07313
H -2.42303 0.21757 -3.53478
H 0.05360 3.45967 -1.64372
H -1.62182 5.05865 -1.17509
H -2.83845 3.78642 -1.35960
H -1.86908 4.89306 -3.66918
H -0.43613 3.28374 -4.72997
H -0.35342 1.01959 -3.63842
H 1.77347 1.01862 -2.67168
H 1.73626 2.75503 -2.50496
H 2.08721 1.76114 -0.29205
H 0.82651 0.58528 -0.54090
H 0.54019 3.35164 0.59401
H -0.51501 1.93977 0.79725
H -4.42929 -0.19881 -1.61932
H -4.24219 -1.20937 -3.07915
H -0.61301 -3.67013 -1.21745
H -2.21603 -4.07823 -0.54410
H 1.97451 -3.30220 3.11053
H 1.07060 -2.68985 4.51257
*
```

Atomic partial charges in e from the natural (NBO) method, atoms 1 to 8:
1. C -0.61
2. C -0.40
3. C -0.02
4. C -0.60
5. C -0.40
6. C -0.31
7. C 0.69
8. O -0.63

Entry 5:
Entry from the Open Molecules 2025 dataset: a 2-piece molecular cluster, C3H10N4O overall (ωB97M-V/def2-TZVPD).

Computed properties:
Energy relative to the best compared isomer or geometry (same formula, charge and spin) = 96.3 kJ/mol
Electronic energy = -414.57654 Eh
SMILES string = N/C=C/N.NC(N)=O

ORCA input file:
```
! wB97M-V def2-TZVPD RIJCOSX def2/J DEFGRID3
* xyz 0 1
N 0.00875 -0.20558 -1.78904
C 1.08498 0.38456 -1.08334
C 2.28098 -0.15279 -0.90111
N 3.28088 0.53773 -0.12744
H -0.54234 0.47353 -2.28057
H -0.58314 -0.74437 -1.15941
H 0.94200 1.38218 -0.66198
H 2.57092 -1.11089 -1.32589
H 4.12326 0.67241 -0.67338
H 3.55381 -0.05555 0.64186
N -2.99382 0.60893 0.94729
C -2.16678 -0.47143 0.79702
N -1.21274 -0.59939 1.80181
O -2.26686 -1.26818 -0.11092
H -3.85717 0.64299 0.43208
H -2.91091 1.12314 1.81616
H -0.65270 -1.42883 1.62497
H -0.65913 0.21154 2.05189
*
```

Atomic partial charges in e from the natural (NBO) method, atoms 1 to 8:
1. N -0.86
2. C -0.03
3. C -0.08
4. N -0.85
5. H 0.36
6. H 0.40
7. H 0.17
8. H 0.17

Entry 6:
Entry from the Open Molecules 2025 dataset: an isolated ion of composition C5H9N4S and charge +1 at a distorted geometry (ωB97M-V/def2-TZVPD).

Computed properties:
Energy relative to the best compared isomer or geometry (same formula, charge and spin) = 31.5 kJ/mol
Electronic energy = -812.86647 Eh

ORCA input file:
```
! wB97M-V def2-TZVPD RIJCOSX def2/J DEFGRID3
* xyz 1 1
C 1.78838 -0.97070 0.29535
C 2.52408 0.14144 0.29010
C 0.27790 -0.94716 0.36658
C 0.72168 1.52467 0.27193
C -1.47113 0.67632 -0.06721
N 1.96564 1.40517 0.34876
N -0.18664 0.44485 0.18487
N -1.86332 1.75865 -0.73044
N -0.46056 -1.74828 -0.61291
S -2.78488 -0.36021 0.39200
H 2.24466 -1.94319 0.30046
H 3.60102 0.13768 0.26783
H -0.01970 -1.30508 1.37093
H 0.26911 2.50475 0.32076
H -1.22239 2.37899 -1.20092
H -2.84992 1.89314 -0.90076
H -0.32492 -2.73749 -0.42416
H -0.10293 -1.57956 -1.55082
H -2.10608 -1.27397 1.07766
*
```

Atomic partial charges in e from the natural (NBO) method, atoms 1 to 8:
1. C -0.23
2. C -0.02
3. C 0.09
4. C 0.27
5. C 0.41
6. N -0.39
7. N -0.45
8. N -0.73

Entry 7:
Entry from the Open Molecules 2025 dataset: C18H62F3O16Y as an isolated structure at a distorted geometry (ωB97M-V/def2-TZVPD).

Computed properties:
<S²> = 0.76
Electronic energy = -2263.38279 Eh

ORCA input file:
```
! wB97M-V def2-TZVPD RIJCOSX def2/J DEFGRID3
* xyz 3 2
Y -2.75403 3.93475 -2.37616
C -1.88438 0.54228 -0.92249
O -0.56111 0.68758 -0.36753
O -2.16027 1.65227 -1.73556
C -2.08288 -1.00174 -1.44233
F -3.27749 -1.10627 -1.97090
F -1.20015 -1.40509 -2.35845
F -2.05137 -1.88835 -0.40846
C -0.33994 0.29572 0.96399
C 1.06995 0.69540 1.29980
H 1.14338 1.77254 1.14986
H 1.21763 0.37532 2.33123
H 1.87558 0.21698 0.74288
H -0.46882 -0.77117 1.14628
H -1.06896 0.82705 1.57582
H -2.59156 0.63587 -0.09833
C 4.87212 0.60081 2.24515
O 3.98371 1.51926 2.79919
H 5.86936 1.03545 2.17659
H 4.89902 -0.31781 2.83125
H 4.64430 0.31417 1.21849
H 4.08186 2.36142 2.34892
C 1.40541 -1.84091 -4.38537
O 1.91756 -1.72405 -5.66927
H 2.26209 -1.83175 -3.71150
H 0.89079 -0.92205 -4.10437
H 0.73561 -2.67896 -4.19262
H 2.54055 -2.43212 -5.84849
C 2.61103 -2.56279 2.90717
O 3.86508 -2.75795 2.24031
H 2.35955 -3.39963 3.55875
H 2.57364 -1.57312 3.36243
H 1.85212 -2.53935 2.12511
H 4.54623 -2.98671 2.87695
C -0.44733 -0.99758 5.19548
O 0.96611 -0.93117 5.62194
H -0.90734 -0.16561 5.72871
H -0.56974 -0.79900 4.13073
H -0.96880 -1.89492 5.52855
H 1.32947 -0.08497 5.35080
C 1.89695 -3.11722 -0.75796
O 3.01197 -2.43266 -0.36586
H 1.98810 -3.66806 -1.69410
H 1.73771 -3.90598 -0.02270
H 0.99381 -2.51283 -0.84254
H 3.24675 -2.66070 0.53662
C -5.05144 1.66124 -3.42256
O -4.70285 3.03368 -3.39633
H -6.04221 1.57294 -3.86830
H -4.29741 1.13220 -4.00537
H -5.05695 1.20784 -2.43135
H -5.42166 3.46714 -3.86219
C -1.98611 -4.84401 0.93446
O -2.89363 -5.90995 0.53808
H -0.97062 -5.23757 0.89004
H -2.00958 -4.04826 0.18992
H -2.21579 -4.38568 1.89637
H -3.80773 -5.65493 0.39329
C 1.19830 2.38626 4.49142
O 2.17875 1.56340 4.97890
H 0.39252 1.83812 4.00319
H 0.69182 3.04634 5.19560
H 1.62165 3.04804 3.73583
H 2.80770 1.40807 4.27045
C 3.63695 4.22520 0.67942
O 3.59051 4.36444 2.10249
H 4.45837 3.55757 0.41931
H 2.73241 3.76776 0.27858
H 3.78652 5.19433 0.20347
H 2.70015 4.67858 2.27625
C -4.07296 3.11604 2.65226
O -4.73435 2.27685 1.71517
H -4.39959 2.81691 3.64823
H -3.03937 2.77008 2.66269
H -4.18645 4.18593 2.47751
H -4.56065 1.38341 2.02048
C -0.97150 4.11712 0.56349
O -2.02306 4.67385 -0.19550
H -0.08341 4.74856 0.53728
H -1.27240 4.01604 1.60625
H -0.71262 3.14528 0.14323
H -2.28639 5.47930 0.25561
C -2.23741 -0.20618 -5.51680
O -1.30979 -0.54450 -6.57289
H -1.95995 -0.62881 -4.55114
H -2.17432 0.86993 -5.35523
H -3.26839 -0.52444 -5.67143
H -1.35535 -1.50331 -6.55902
C 2.61063 1.38613 -1.97311
O 1.32300 1.97887 -1.88171
H 2.64471 0.37316 -2.37417
H 3.20728 2.07981 -2.56550
H 3.04083 1.37680 -0.97163
H 0.75799 1.50011 -1.27084
C -1.51682 -5.00656 -2.88078
O -0.71007 -5.34421 -3.94486
H -1.25049 -3.98392 -2.61363
H -2.57701 -4.91647 -3.11732
H -1.34840 -5.58334 -1.97135
H 0.07335 -5.68150 -3.50428
*
```

Atomic partial charges in e from the Löwdin method, atoms 1 to 8:
1. Y 2.15
2. C -0.29
3. O -0.15
4. O -0.27
5. C -0.53
6. F 0.17
7. F 0.14
8. F 0.13

Entry 8:
Entry from the Open Molecules 2025 dataset: a 9-piece molecular cluster, C15H27Cl21 overall at a distorted geometry (ωB97M-V/def2-TZVPD).

Computed properties:
Energy relative to the best compared isomer or geometry (same formula, charge and spin) = 0.0 kJ/mol
Electronic energy = -10251.76164 Eh
SMILES string = ClC(Cl)Cl.ClC(Cl)Cl.ClC(Cl)Cl.ClCCCl.ClCCCl.ClCCCl.ClCCCl.ClCCCl.ClCCCl

ORCA input file:
```
! wB97M-V def2-TZVPD RIJCOSX def2/J DEFGRID3
* xyz 0 1
Cl -0.04846 0.68684 -4.51450
C 1.33652 -0.42097 -4.06301
Cl 1.64250 -0.53658 -2.36197
Cl 2.77702 -0.01550 -4.98707
H 0.98420 -1.39214 -4.41058
Cl -1.04099 3.62753 -2.45132
C 0.71137 4.14655 -2.71221
Cl 1.86811 3.07873 -1.87123
Cl 1.09237 5.81683 -2.27857
H 0.82050 4.07821 -3.79458
Cl -1.77398 -3.50179 3.07422
C -3.32658 -2.81948 2.56374
Cl -3.30181 -2.71251 0.76214
Cl -3.43226 -1.18791 3.25059
H -4.11486 -3.47756 2.92932
Cl 4.85272 -2.48680 -2.65804
C 5.30045 -1.60376 -1.21047
C 4.28914 -1.83616 -0.07670
Cl 4.99677 -1.04204 1.35724
H 5.33249 -0.57382 -1.56586
H 6.35297 -1.83436 -1.04576
H 4.16333 -2.89876 0.13101
H 3.28363 -1.46700 -0.27862
Cl -2.15878 -2.11211 -4.31096
C -3.24520 -1.89139 -2.99100
C -4.44646 -1.06138 -3.45262
Cl -4.13959 0.69046 -3.48527
H -2.68969 -1.45893 -2.15885
H -3.50284 -2.86410 -2.57199
H -5.25139 -1.23354 -2.73810
H -4.75047 -1.33072 -4.46412
Cl 0.43626 3.49175 6.52768
C 0.51379 1.80553 5.95596
C -0.02225 1.64664 4.50136
Cl -0.30069 -0.10235 4.29486
H -0.01800 1.22811 6.71218
H 1.54780 1.47041 6.03725
H 0.64398 1.95143 3.69431
H -0.90878 2.25867 4.33531
Cl -1.92491 -5.89838 0.59447
C -0.77126 -5.90402 -0.84945
C 0.26240 -4.73270 -0.63724
Cl -0.31854 -3.18961 -1.20196
H -1.31591 -5.81047 -1.78898
H -0.31746 -6.89488 -0.86878
H 1.11365 -5.05456 -1.23714
H 0.66668 -4.59305 0.36534
Cl 1.47884 0.53370 0.86978
C -0.08173 1.11121 0.26139
C -1.12367 -0.00763 0.46828
Cl -2.64184 0.57531 -0.28160
H 0.05276 1.31564 -0.80079
H -0.28866 2.04645 0.78158
H -1.31203 -0.14378 1.53321
H -0.79944 -0.95654 0.04104
Cl 1.31682 4.86937 3.31625
C 1.11732 5.28731 1.66232
C -0.32543 5.77136 1.38502
Cl -1.48578 4.46067 1.72469
H 1.28891 4.38952 1.06849
H 1.90808 5.96847 1.34796
H -0.47587 6.22810 0.40683
H -0.49596 6.51265 2.16573
*
```

Atomic partial charges in e from the natural (NBO) method, atoms 1 to 8:
1. Cl -0.02
2. C -0.28
3. Cl 0.04
4. Cl 0.03
5. H 0.23
6. Cl -0.01
7. C -0.26
8. Cl 0.02